14
Properties=species:S:1:pos:R:3 method="wB97M-V/def2-TZVPD" total_charge=0 relative_energy_kcal_mol=85.9 e_tot_ev=-6791.3305 max_force_ha_per_bohr=0.144 homo_energy_ha=-0.3156 homo_lumo_gap_ev=9.09
C -1.99 -0.15 -0.42
C 0.19 0.27 0.65
C 1.44 0.39 -0.27
H -2.58 0.58 0.21
H -2.56 -0.99 -0.59
H -1.61 0.34 -1.29
H -0.94 -1.38 1.08
H -0.18 1.28 0.69
H 0.52 -0.07 1.56
H 2.21 1.17 0.08
H 1.05 0.61 -1.35
H 3.23 -0.43 -0.35
N -0.82 -0.73 0.17
O 2.04 -0.89 -0.17



14
Properties=species:S:1:pos:R:3 method="wB97M-V/def2-TZVPD" total_charge=0 relative_energy_kcal_mol=17.5 e_tot_ev=-6794.2977 max_force_ha_per_bohr=0.030 homo_energy_ha=-0.3503 smiles=C[C@@H](O)CN homo_lumo_gap_ev=10.46
C -1.36 0.94 -0.20
C -0.53 -0.32 -0.41
O 0.45 -0.16 -1.42
C 0.27 -0.77 0.80
N 1.16 0.28 1.28
H -1.89 1.21 -1.13
H -2.15 0.73 0.57
H -0.72 1.77 0.09
H -1.22 -1.14 -0.75
H 0.04 0.15 -2.25
H -0.41 -1.02 1.63
H 0.74 -1.73 0.52
H 1.75 -0.15 2.01
H 1.81 0.42 0.52



14
Properties=species:S:1:pos:R:3 method="wB97M-V/def2-TZVPD" total_charge=0 relative_energy_kcal_mol=47.8 e_tot_ev=-6792.9829 max_force_ha_per_bohr=0.057 homo_energy_ha=-0.3549 smiles="CC=O.CN" homo_lumo_gap_ev=10.57
C -2.06 -1.10 -0.65
C -1.93 0.01 0.38
O -2.66 0.14 1.33
H -1.27 -1.85 -0.68
H -3.04 -1.54 -0.53
H -1.94 -0.67 -1.66
H -0.91 0.47 0.35
C 1.80 1.10 0.54
N 1.89 -0.11 -0.41
H 2.81 1.60 0.71
H 1.03 1.75 0.26
H 1.42 0.95 1.51
H 2.50 0.23 -1.24
H 2.35 -0.98 0.08



14
Properties=species:S:1:pos:R:3 method="wB97M-V/def2-TZVPD" total_charge=0 relative_energy_kcal_mol=63.1 e_tot_ev=-6792.3186 max_force_ha_per_bohr=0.086 homo_energy_ha=-0.3571 smiles="C=NCC.O" homo_lumo_gap_ev=10.25
C -0.73 -1.34 0.93
N -0.20 -0.31 0.26
C 1.25 -0.16 0.04
C 1.51 1.13 -0.75
H -0.18 -2.37 0.99
H -1.68 -1.07 1.45
H 1.52 -0.04 1.15
H 1.77 -1.09 -0.43
H 2.59 1.27 -1.05
H 0.75 1.17 -1.52
H 1.23 1.77 0.09
O -2.79 0.45 -0.76
H -2.89 -0.37 -0.24
H -2.15 0.95 -0.17



14
Properties=species:S:1:pos:R:3 method="wB97M-V/def2-TZVPD" total_charge=0 relative_energy_kcal_mol=75.4 e_tot_ev=-6791.7843 max_force_ha_per_bohr=0.083 homo_energy_ha=-0.3424 homo_lumo_gap_ev=10.10
C 1.43 -0.28 -0.61
C -0.16 -0.35 -0.65
C -0.89 0.46 0.40
O -2.36 -0.18 0.27
N 2.05 0.30 0.58
H 1.65 0.38 -1.45
H 1.84 -1.27 -0.76
H -0.41 -1.37 -0.38
H -0.38 -0.14 -1.69
H -0.73 1.54 0.26
H -0.53 0.19 1.38
H -2.20 0.71 -0.07
H 1.81 -0.22 1.41
H 1.71 1.25 0.73



14
Properties=species:S:1:pos:R:3 method="wB97M-V/def2-TZVPD" total_charge=0 relative_energy_kcal_mol=126.4 e_tot_ev=-6789.5736 max_force_ha_per_bohr=0.014 homo_energy_ha=-0.2153 homo_lumo_gap_ev=5.06
C 2.46 0.61 -0.83
O 1.94 0.28 0.39
H 2.43 1.68 -1.10
H 3.52 0.32 -0.94
H 1.93 0.12 -1.69
C -0.86 -0.02 0.64
C -0.31 -1.00 -0.03
N -2.38 -0.03 0.75
H -0.40 0.83 1.13
H 0.84 -0.93 -0.06
H -0.93 -1.78 -0.48
H -2.77 -0.13 -0.19
H -2.70 -0.81 1.31
H -2.78 0.84 1.09



14
Properties=species:S:1:pos:R:3 method="wB97M-V/def2-TZVPD" total_charge=0 relative_energy_kcal_mol=43.3 e_tot_ev=-6793.1766 max_force_ha_per_bohr=0.040 homo_energy_ha=-0.3689 smiles="C=N.CCO" homo_lumo_gap_ev=11.07
C 2.01 -0.73 0.92
N 2.35 0.34 0.31
H 1.29 -1.37 0.43
H 2.25 -0.81 1.98
H 2.77 1.01 0.93
C -2.55 0.39 -0.26
C -1.08 0.22 0.04
O -0.36 -0.28 -1.06
H -3.09 -0.54 -0.36
H -3.03 1.02 0.50
H -2.65 0.95 -1.20
H -0.94 -0.49 0.88
H -0.67 1.12 0.52
H 0.45 0.22 -1.08



14
Properties=species:S:1:pos:R:3 method="wB97M-V/def2-TZVPD" total_charge=0 relative_energy_kcal_mol=85.0 e_tot_ev=-6791.3685 max_force_ha_per_bohr=0.113 homo_energy_ha=-0.3082 smiles="C=CN.CO" homo_lumo_gap_ev=9.14
C -0.04 -1.09 -1.55
C -0.35 0.22 -1.28
N -1.52 0.34 -0.46
H 0.13 -1.85 -0.79
H 0.67 -1.40 -2.36
H -0.54 0.84 -2.11
H -1.99 1.24 -0.17
H -2.05 -0.45 -0.15
C 1.34 0.42 1.50
O -0.05 0.39 1.73
H 1.70 -0.60 1.61
H 1.57 1.01 0.65
H 1.71 1.12 2.26
H -0.59 -0.18 1.12